No. 1
ORCA calculation (ωB97M-V with the def2-TZVPD basis set) on a cluster of 2 separate species, C4H12 in total at a distorted geometry.

CARTESIAN COORDINATES (ANGSTROEM)
C  -0.67  0.46  1.79
C  -1.23  -0.87  2.23
H  -0.86  1.19  2.57
H  0.40  0.43  1.62
H  -1.11  0.84  0.87
H  -1.00  -1.09  3.27
H  -0.88  -1.71  1.63
H  -2.32  -0.87  2.16
C  0.22  0.01  -1.97
C  1.71  0.39  -2.02
H  -0.23  0.18  -2.94
H  0.11  -1.03  -1.66
H  -0.34  0.64  -1.28
H  2.12  0.02  -2.96
H  1.80  1.48  -2.10
H  2.27  -0.06  -1.21

As for the spin multiplicity: 1. The value obtained for the energy relative to the best compared isomer or geometry (same formula, charge and spin) is 11.2 kJ/mol. Its charge is 0. Its SMILES is CC.CC. The value obtained for the highest occupied orbital energy is -11.65 eV. Its total energy is -159.58071 hartree.

Per-atom Löwdin charges, elementary charge units:
1. C -0.1795
2. C -0.1749
3. H 0.0598
4. H 0.0607
5. H 0.0485
6. H 0.0608
7. H 0.0600
8. H 0.0642
9. C -0.1649
10. C -0.1627
11. H 0.0585
12. H 0.0584
13. H 0.0386
14. H 0.0550
15. H 0.0621
16. H 0.0555

No. 2
ORCA calculation (ωB97M-V with the def2-TZVPD basis set) on an isolated molecule of C4H9NO2.

CARTESIAN COORDINATES (ANGSTROEM)
C  0.62  -1.03  -1.39
C  -0.01  -0.43  -0.14
C  0.90  -0.49  1.08
O  0.21  -0.27  2.28
N  -0.41  0.94  -0.45
C  -1.49  1.57  0.09
O  -1.94  1.38  1.20
H  -0.05  -0.92  -2.26
H  0.82  -2.09  -1.26
H  1.56  -0.53  -1.64
H  -0.93  -0.98  0.11
H  1.36  -1.48  1.14
H  1.71  0.25  0.92
H  -0.48  0.40  2.13
H  0.09  1.43  -1.17
H  -1.96  2.24  -0.65

As for the spin multiplicity: 1. The value obtained for the energy relative to the best compared isomer or geometry (same formula, charge and spin) is 99.1 kJ/mol. Its charge is 0. Its SMILES is C[C@@H](CO)NC=O. The value obtained for the highest occupied orbital energy is -9.89 eV. Its total energy is -363.04778 hartree.

Per-atom Löwdin charges, elementary charge units:
1. C -0.0547
2. C -0.3613
3. C -0.2483
4. O -0.0546
5. N 0.0453
6. C -0.3327
7. O 0.0264
8. H 0.0823
9. H 0.0833
10. H 0.0844
11. H 0.1580
12. H 0.1232
13. H 0.1256
14. H 0.0547
15. H 0.1349
16. H 0.1334

No. 3
ORCA calculation (ωB97M-V with the def2-TZVPD basis set) on a structure of composition C20H31O2V at a distorted geometry.

CARTESIAN COORDINATES (ANGSTROEM)
O  0.47  0.21  -6.88
C  0.37  1.49  -7.61
C  0.33  0.88  -8.99
H  1.26  2.11  -7.45
H  -0.57  1.98  -7.33
C  0.39  -0.44  -8.16
H  1.26  1.05  -9.57
H  -0.58  1.10  -9.58
C  1.67  -1.16  -8.49
H  2.49  -0.47  -8.29
H  1.65  -1.45  -9.55
H  1.78  -2.07  -7.89
C  -0.86  -1.28  -8.28
H  -1.74  -0.69  -7.99
H  -0.81  -2.18  -7.66
H  -0.96  -1.59  -9.33
V  -0.17  -0.13  0.05
C  -2.04  -0.53  1.06
C  -1.91  0.91  1.14
C  -1.93  1.44  -0.18
H  -1.88  1.50  2.06
C  -2.05  0.34  -1.10
C  -2.17  -0.87  -0.35
H  -2.42  -1.86  -0.77
H  -2.17  -1.24  1.89
H  -1.91  2.48  -0.46
H  -2.21  0.40  -2.17
C  1.08  -1.69  1.20
C  0.21  -2.32  0.24
C  0.64  -1.92  -1.08
H  -0.55  -3.07  0.47
C  1.78  -1.07  -0.93
C  2.07  -0.95  0.47
H  2.93  -0.41  0.91
H  1.07  -1.85  2.29
H  0.23  -2.29  -2.01
H  2.36  -0.65  -1.75
O  1.68  0.71  -4.13
C  0.40  0.01  -4.07
C  -0.74  1.04  -4.19
H  0.26  -0.64  -3.17
H  0.37  -0.68  -4.91
C  0.00  2.33  -4.53
H  -1.30  1.20  -3.24
H  -1.46  0.67  -4.93
C  1.34  2.10  -3.83
H  -0.59  3.24  -4.27
H  0.21  2.39  -5.62
H  1.19  2.32  -2.74
H  2.15  2.73  -4.26
C  0.88  1.63  -0.09
H  1.80  1.60  -0.70
H  1.13  1.56  0.99
H  0.29  2.55  -0.28

As for the spin multiplicity: 4. The value obtained for the energy relative to the best compared isomer or geometry (same formula, charge and spin) is 6.0 kJ/mol. Its charge is -1. As for the expectation value of S²: 3.77. The value obtained for the highest occupied orbital energy (alpha / beta) is -0.36 / -3.69 eV. Its total energy is -1874.99132 hartree.

Per-atom Löwdin charges, elementary charge units:
1. O -0.0954
2. C -0.1720
3. C -0.0833
4. H 0.1297
5. H 0.1184
6. C -0.5998
7. H 0.1109
8. H 0.1162
9. C -0.0252
10. H 0.0964
11. H 0.0887
12. H 0.0880
13. C -0.0190
14. H 0.0915
15. H 0.0891
16. H 0.0860
17. V 0.4853
18. C -0.2144
19. C -0.1813
20. C -0.1791
21. H 0.0977
22. C -0.1888
23. C -0.2279
24. H 0.1004
25. H 0.0984
26. H 0.0973
27. H 0.0674
28. C -0.1866
29. C -0.2376
30. C -0.2123
31. H 0.0983
32. C -0.1917
33. C -0.2062
34. H 0.0986
35. H 0.0925
36. H 0.0845
37. H 0.0960
38. O -0.1374
39. C -0.1771
40. C -0.1598
41. H 0.0838
42. H 0.0914
43. C -0.1696
44. H 0.0714
45. H 0.1057
46. C -0.1857
47. H 0.1173
48. H 0.0541
49. H 0.1085
50. H 0.1189
51. C -0.2475
52. H -0.0316
53. H -0.0164
54. H -0.0370

No. 4
ORCA calculation (ωB97M-V with the def2-TZVPD basis set) on a structure of composition CH5DyO2 at a distorted geometry.

CARTESIAN COORDINATES (ANGSTROEM)
O  -1.45  2.24  -0.77
Dy  1.24  1.49  1.88
H  -1.48  2.52  -1.69
C  0.51  -1.56  0.27
H  -0.45  -1.60  -0.29
H  1.21  -2.25  -0.23
H  0.30  -1.97  1.28
O  1.02  -0.26  0.31
H  -0.89  1.38  -0.76

As for the spin multiplicity: 7. The value obtained for the energy relative to the best compared isomer or geometry (same formula, charge and spin) is 7.2 kJ/mol. Its charge is +1. As for the expectation value of S²: 12.02. The value obtained for the highest occupied orbital energy (alpha / beta) is -13.08 / -13.12 eV. Its total energy is -1076.32209 hartree.

Per-atom Löwdin charges, elementary charge units:
1. O -0.1079
2. Dy 1.7172
3. H 0.0390
4. C -0.2819
5. H 0.0782
6. H 0.0819
7. H 0.0667
8. O -0.6454
9. H 0.0522

No. 5
ORCA calculation (ωB97M-V with the def2-TZVPD basis set) on a cluster of 2 separate species, C3H3O3 in total at a distorted geometry.

CARTESIAN COORDINATES (ANGSTROEM)
C  0.22  0.23  0.16
C  1.16  -0.56  -0.20
C  -2.68  -0.05  0.30
O  -2.74  -1.21  0.16
O  -2.87  1.13  0.30
O  2.57  -0.12  -0.20
H  0.70  1.31  -0.01
H  1.14  -1.57  -0.40
H  2.50  0.84  -0.11

As for the spin multiplicity: 1. The value obtained for the energy relative to the best compared isomer or geometry (same formula, charge and spin) is 305.9 kJ/mol. Its charge is -1. The value obtained for the highest occupied orbital energy is -2.51 eV. Its total energy is -341.78724 hartree.

Per-atom Löwdin charges, elementary charge units:
1. C -0.1325
2. C -0.4157
3. C -0.4917
4. O 0.1213
5. O 0.1003
6. O -0.1939
7. H -0.0098
8. H 0.0137
9. H 0.0084

No. 6
ORCA calculation (ωB97M-V with the def2-TZVPD basis set) on a structure of composition C22H22CrN9O3S3Se at a distorted geometry.

CARTESIAN COORDINATES (ANGSTROEM)
Cr  0.80  -0.34  0.55
S  -0.64  -1.09  -1.14
C  -1.31  -2.41  -0.34
C  -2.21  -3.29  -0.96
C  -2.91  -4.34  -0.33
C  -3.70  -5.24  -1.11
N  -4.25  -5.98  -1.81
C  -2.89  -4.38  1.02
C  -2.09  -3.45  1.71
C  -1.33  -2.52  1.08
S  -0.55  -1.38  2.09
C  -3.66  -5.30  1.83
N  -4.13  -5.98  2.60
H  -2.30  -3.11  -2.04
H  -2.08  -3.50  2.79
C  1.28  -4.70  -1.34
N  1.69  -3.50  -2.01
C  1.55  -3.24  -3.38
C  1.95  -1.99  -3.57
N  2.20  -1.44  -2.37
C  2.10  -2.38  -1.38
S  2.36  -2.21  0.29
C  2.50  -0.08  -2.14
C  3.26  0.51  -3.12
C  3.50  1.80  -3.07
C  3.07  2.54  -1.92
C  2.33  1.83  -0.95
N  2.05  0.50  -1.06
H  1.83  -5.55  -1.73
H  0.20  -4.86  -1.53
H  1.37  -4.48  -0.32
H  1.26  -3.98  -4.05
H  2.00  -1.33  -4.44
H  3.72  -0.15  -3.81
H  4.14  2.19  -3.87
H  3.34  3.58  -1.75
H  1.96  2.36  -0.03
C  -2.98  2.98  3.29
N  -2.18  3.82  2.45
C  -2.65  4.49  1.33
C  -1.58  5.00  0.73
N  -0.47  4.66  1.50
C  0.87  5.11  1.30
C  -0.86  3.93  2.58
Se  0.23  3.12  3.84
H  -2.29  2.59  4.06
H  -3.48  2.23  2.71
H  -3.74  3.56  3.80
H  -3.69  4.35  1.04
H  -1.47  5.46  -0.25
H  1.31  5.14  2.30
H  0.92  6.14  0.90
H  1.50  4.48  0.69
O  -2.15  1.48  0.50
N  -1.09  1.77  -0.02
O  -1.02  2.28  -1.13
O  0.00  1.46  0.62
N  1.97  0.53  2.13
H  2.75  1.10  1.80
H  2.30  -0.03  2.88
H  1.35  1.23  2.55

As for the spin multiplicity: 4. The value obtained for the energy relative to the best compared isomer or geometry (same formula, charge and spin) is 0.0 kJ/mol. Its charge is 0. As for the expectation value of S²: 3.81. The value obtained for the highest occupied orbital energy (alpha / beta) is -7.28 / -7.53 eV. Its total energy is -6210.51644 hartree.

Per-atom Löwdin charges, elementary charge units:
1. Cr 0.1692
2. S 0.7798
3. C -0.6791
4. C -0.0544
5. C -0.2142
6. C -0.1768
7. N 0.1597
8. C -0.1926
9. C -0.0767
10. C -0.6737
11. S 0.6956
12. C -0.1697
13. N 0.1667
14. H 0.1162
15. H 0.1135
16. C -0.0011
17. N -0.0926
18. C 0.0012
19. C -0.0511
20. N -0.0287
21. C -0.6782
22. S 0.7319
23. C -0.2666
24. C -0.0291
25. C -0.0356
26. C 0.0071
27. C -0.0712
28. N 0.0535
29. H 0.1075
30. H 0.1061
31. H 0.0382
32. H 0.1197
33. H 0.1413
34. H 0.1195
35. H 0.1327
36. H 0.1091
37. H 0.1084
38. C -0.0465
39. N -0.1381
40. C -0.0329
41. C -0.0432
42. N -0.1210
43. C -0.0567
44. C -0.7176
45. Se 0.6446
46. H 0.0366
47. H 0.0901
48. H 0.0909
49. H 0.1372
50. H 0.1318
51. H 0.0457
52. H 0.1042
53. H 0.0668
54. O 0.0479
55. N -0.5500
56. O 0.0274
57. O -0.2797
58. N 0.0122
59. H 0.0634
60. H 0.0612
61. H -0.0600